Record 1
A cluster of 3 separate species, C15H43BN6O6P2S in total. Source: the Open Molecules 2025 dataset; level of theory: the ωB97M-V functional and the def2-TZVPD basis.

Structure (XYZ):
```
74
Properties=species:S:1:pos:R:3:forces:R:3
C -1.344717 2.683624 0.550984 -0.365 -1.566 0.590
C -2.128590 1.574975 0.974466 -0.341 1.995 -0.915
O -2.164769 1.104082 2.311825 1.508 -1.915 -1.439
S -0.891001 0.038466 2.616674 1.689 -0.087 3.377
O -0.636248 0.177302 4.079551 -0.867 -0.433 -3.097
O -1.416741 -1.537909 2.430367 -0.510 1.632 -1.032
B -1.511443 -1.934067 1.046991 -0.909 -1.223 -0.635
C -0.213804 -2.163367 0.112401 -0.679 0.685 0.533
O -2.836158 -2.155526 0.557112 2.242 1.248 0.586
H -0.253944 2.518861 0.367418 -0.528 1.051 1.993
H -1.844728 3.670820 0.377346 0.407 -1.330 -1.737
H -2.781330 1.059107 0.229389 -0.862 1.048 1.360
H 0.606367 -1.527505 0.537408 -0.444 -0.768 -0.509
H 0.093977 -3.235345 0.059512 -0.178 0.844 0.047
H -0.479937 -1.792548 -0.907488 0.378 -0.462 0.677
H -3.335670 -1.403348 0.916065 -0.498 -0.658 0.210
O -0.782899 -5.237459 -4.736160 -0.883 -2.894 -2.958
P -0.647073 -6.636769 -4.119004 2.086 3.765 6.633
N -1.792907 -6.356561 -2.867013 -1.191 0.017 0.069
C -1.662187 -6.615250 -1.448313 0.397 -0.498 0.163
C -3.173584 -6.119131 -3.276916 0.059 0.193 -0.458
N 0.962941 -6.398324 -3.548024 0.505 0.022 -0.318
C 1.414810 -6.555110 -2.179549 0.069 -0.707 0.054
C 1.764104 -5.368592 -4.201800 -0.211 0.124 -0.251
N -0.486306 -8.343299 -3.660589 -0.572 -0.313 -3.357
C 0.524011 -9.053707 -4.487855 0.581 -0.143 0.076
C -1.724680 -9.140078 -3.796030 -0.492 0.033 0.460
H -1.392721 -7.653900 -1.222419 0.139 -0.003 0.063
H -2.589877 -6.423992 -0.904223 -0.112 0.038 -0.383
H -0.926248 -5.951004 -0.992985 0.149 -0.113 0.009
H -3.712283 -7.057600 -3.461094 -0.190 0.003 0.084
H -3.215793 -5.532283 -4.196959 0.153 -0.052 0.004
H -3.727758 -5.549771 -2.527543 0.166 -0.054 0.063
H 1.218996 -5.656951 -1.583497 -0.009 0.044 0.059
H 2.494779 -6.739337 -2.154378 -0.007 0.126 -0.110
H 0.970251 -7.418715 -1.687055 -0.235 0.100 -0.071
H 1.512008 -4.367929 -3.834591 0.041 0.083 -0.083
H 1.621860 -5.390599 -5.281100 -0.122 0.131 0.096
H 2.831857 -5.538485 -4.030237 -0.109 -0.167 0.208
H 0.250110 -9.044493 -5.547532 -0.003 -0.208 0.017
H 0.624561 -10.091593 -4.161521 -0.261 0.061 0.040
H 1.514596 -8.613291 -4.394190 -0.197 0.238 0.077
H -2.177179 -9.018717 -4.783234 -0.058 -0.193 -0.004
H -2.461593 -8.872364 -3.039436 0.076 0.277 -0.051
H -1.523837 -10.201384 -3.636398 0.236 0.117 -0.109
O -0.076259 6.171917 1.075106 -1.315 3.905 -1.274
P 0.596470 7.159734 2.041461 3.021 -6.657 3.541
N 2.181938 6.588294 1.695982 0.930 0.177 -0.878
C 3.225552 6.202013 2.623482 0.009 0.301 0.526
C 2.675221 6.792183 0.337550 -0.433 0.006 -0.228
N -0.021729 6.412596 3.462135 -0.594 0.167 0.235
C 0.777239 5.884143 4.551536 0.104 0.534 0.400
C -1.256276 5.642892 3.335316 -0.026 -0.001 -0.244
N 1.245042 8.453619 3.067650 -2.157 1.843 -2.019
C 0.168795 9.257459 3.704465 -0.270 -0.006 0.550
C 2.094482 9.437147 2.361729 0.652 -0.135 -0.151
H 3.467695 6.984888 3.351890 -0.025 -0.041 0.132
H 4.161891 5.969649 2.110922 -0.207 0.151 -0.264
H 2.961237 5.289742 3.159416 -0.053 0.077 0.142
H 3.086359 7.800386 0.198970 0.188 -0.002 -0.116
H 1.876044 6.661867 -0.395396 -0.076 0.020 0.138
H 3.450439 6.069305 0.073792 -0.036 -0.002 0.174
H 1.132647 4.870768 4.337696 0.027 -0.055 0.004
H 0.183408 5.838635 5.471123 -0.116 -0.066 -0.110
H 1.626681 6.520364 4.796022 0.038 -0.009 -0.255
H -1.073967 4.648111 2.913423 -0.089 -0.045 -0.027
H -1.980851 6.161151 2.708512 0.120 -0.099 -0.096
H -1.730681 5.517207 4.313392 0.235 0.060 0.069
H -0.460946 9.746422 2.954626 0.067 0.181 0.089
H 0.597351 10.023651 4.354857 0.175 -0.026 -0.203
H -0.474970 8.652031 4.339205 0.123 -0.219 -0.204
H 1.602764 9.827296 1.467319 0.078 0.183 0.032
H 3.053795 9.008493 2.073337 -0.156 -0.236 -0.072
H 2.341406 10.277101 3.014109 -0.258 -0.099 0.082
```
Positions in Å, forces in eV/Å.

Properties
Net charge: 0
Energy (hartree): -2482.810165
Orbital gap (eV): 7.219

Which charges does Löwdin predict for the atoms? In e, they are: C 0.028; C -0.254; O -0.293; S 0.995; O -0.393; O -0.163; B -0.611; C 0.004; O 0.113; H 0.074; H 0.075; H 0.113; H 0.064; H 0.067; H 0.078; H 0.092; O -0.312; P 0.741; N -0.328; C -0.129; C -0.139; N -0.338; C -0.142; C -0.145; N -0.273; C -0.134; C -0.133; H 0.071; H 0.080; H 0.058; H 0.063; H 0.069; H 0.079; H 0.072; H 0.079; H 0.068; H 0.081; H 0.070; H 0.077; H 0.083; H 0.080; H 0.071; H 0.087; H 0.065; H 0.082; O -0.321; P 0.743; N -0.331; C -0.132; C -0.142; N -0.336; C -0.138; C -0.138; N -0.271; C -0.133; C -0.133; H 0.071; H 0.078; H 0.064; H 0.062; H 0.068; H 0.078; H 0.081; H 0.079; H 0.066; H 0.070; H 0.071; H 0.080; H 0.082; H 0.081; H 0.072; H 0.087; H 0.065; H 0.082

***

Record 2
A structure of composition C5H6N2O. Source: the Open Molecules 2025 dataset; level of theory: the ωB97M-V functional and the def2-TZVPD basis.

Structure (XYZ):
```
14
Properties=species:S:1:pos:R:3:forces:R:3
C -1.519759 2.079225 1.099637 1.495 1.209 -0.073
C -0.588416 0.824384 0.687228 -1.440 2.598 -0.834
C -0.628728 0.019442 -0.544403 -4.545 -2.258 -2.871
C 1.405077 -0.634978 0.060412 0.146 -3.404 2.407
C 0.567608 -0.623199 -1.206886 1.904 3.119 3.455
H -2.769685 2.197611 0.784712 4.046 -0.881 1.317
H -1.142591 2.026537 2.309307 -1.985 0.966 -3.223
H -0.909673 3.141878 0.493504 -1.970 -3.439 2.155
H 0.440810 1.034614 0.813282 0.397 1.252 1.085
H -1.583282 0.007586 -1.189206 1.327 0.065 1.387
H 2.538602 -0.621387 0.077913 -1.526 -0.343 0.034
N -0.798333 -0.602673 0.888199 2.778 0.234 -1.916
N 0.711023 -0.956296 1.136593 0.654 1.223 -1.667
O 1.077788 -0.857912 -2.254872 -1.280 -0.340 -1.258
```
Positions in Å, forces in eV/Å.

Properties
Net charge: 0
Energy (hartree): -378.641565
ΔE to the lowest compared entry with this formula, charge and spin (kJ/mol): 602.2
Orbital gap (eV): 9.614

Which charges does Löwdin predict for the atoms? In e, they are: C -0.081; C -0.408; C -0.147; C -0.093; C -0.349; H 0.127; H 0.120; H 0.149; H 0.089; H 0.166; H 0.144; N 0.066; N 0.090; O 0.129

***

Record 3
The molecule C21H16BF4N5O3. Source: the Open Molecules 2025 dataset; level of theory: the ωB97M-V functional and the def2-TZVPD basis.

Structure (XYZ):
```
50
Properties=species:S:1:pos:R:3:forces:R:3
C 2.768756 8.374498 -2.097672 -1.004 -0.367 0.311
C 3.134038 7.639030 -1.051309 0.816 1.535 -0.947
C 2.511845 6.354798 -0.844591 0.493 -1.071 0.428
O 1.336517 6.198237 -1.098229 -0.087 -0.042 -0.046
N 3.374095 5.351365 -0.379837 -0.419 1.382 -0.463
C 2.950112 4.059174 -0.179159 0.498 -2.058 0.572
C 3.863103 3.103991 0.313462 0.192 1.008 0.191
C 3.451194 1.816571 0.557125 0.420 -0.050 0.218
C 2.160449 1.420649 0.318854 -0.729 0.087 -0.269
C 1.231346 2.324386 -0.183594 1.702 -0.262 0.168
N -0.065219 1.914837 -0.473837 -0.962 -0.762 -0.467
C -0.599008 0.608456 -0.602362 1.385 1.829 -0.448
N 0.052838 -0.442334 -0.115726 -0.020 0.626 0.690
C -0.585790 -1.593575 -0.132571 0.292 -1.398 0.275
N 0.023751 -2.674741 0.549527 -0.199 1.812 -0.837
C -0.584959 -3.859412 0.917392 1.186 0.122 0.413
C -1.941230 -4.049186 0.826018 -1.338 0.609 -0.413
C -2.493364 -5.243992 1.173616 -0.164 -3.195 1.011
C -1.661381 -6.289556 1.634715 -1.046 0.976 0.022
C -0.318973 -6.050120 1.841353 0.312 -0.720 -0.161
C 0.248449 -4.846045 1.496315 -1.348 -0.250 -0.331
F 1.571402 -4.639180 1.710809 -0.544 0.263 -0.289
C -2.467719 -7.539019 1.988724 1.048 0.421 0.321
O -3.857733 -7.255885 1.798931 0.641 1.906 -0.522
B -3.901024 -5.919069 1.344854 -2.041 1.370 0.004
O -5.081938 -5.144199 1.181446 0.999 -1.529 0.197
N -1.738968 -1.819051 -0.753489 -0.017 -1.181 0.257
C -2.331177 -0.822781 -1.357269 0.560 1.576 0.067
C -1.785200 0.456683 -1.328788 -1.088 -0.317 -0.750
C -2.448560 1.625537 -2.045609 0.518 -2.519 1.118
F -1.715050 2.012146 -3.119336 -1.193 0.289 0.625
F -2.472345 2.606242 -1.114745 -1.235 1.025 -1.128
F -3.727619 1.272321 -2.413093 1.509 1.213 0.021
C 1.674096 3.634408 -0.457412 -2.016 -0.399 -0.587
H 3.119133 9.365880 -2.321716 0.398 0.070 0.033
H 1.933977 7.997196 -2.692333 0.309 0.140 -0.032
H 3.927051 7.959992 -0.411848 0.481 0.107 0.413
H 4.369517 5.535561 -0.222657 -0.860 0.138 -0.212
H 4.867459 3.451085 0.548075 -0.013 -0.267 -0.011
H 4.109593 1.072105 0.980185 0.338 0.118 -0.071
H 1.833472 0.416222 0.443480 0.218 -0.377 0.373
H -0.678578 2.656911 -0.803682 0.555 -0.482 0.225
H 0.901122 -2.512652 1.019736 -0.004 0.491 -0.313
H -2.602462 -3.264058 0.448945 0.606 -0.415 0.283
H 0.281176 -6.861591 2.185107 0.671 -0.265 0.428
H -2.170493 -8.332540 1.321756 -0.028 -0.581 -0.085
H -2.245457 -7.812883 3.035710 -0.408 -0.108 -0.403
H -5.930410 -5.585319 1.357298 0.596 0.026 -0.043
H -3.285220 -0.987410 -1.832798 -0.047 -0.235 -0.210
H 0.995388 4.316315 -0.959770 0.065 -0.290 0.376
```
Positions in Å, forces in eV/Å.

Properties
Net charge: 0
Energy (hartree): -1733.793886
ΔE to the lowest compared entry with this formula, charge and spin (kJ/mol): 0.0
Orbital gap (eV): 8.542
Structure (SMILES): C=CC(=O)Nc1cccc(Nc2nc(Nc3cc4c(cc3F)COB4O)ncc2C(F)(F)F)c1

Which charges does Löwdin predict for the atoms? In e, they are: C 0.064; C -0.096; C -0.470; O 0.067; N 0.132; C -0.249; C -0.039; C -0.090; C -0.043; C -0.205; N 0.141; C -0.190; N 0.187; C -0.319; N 0.143; C -0.171; C 0.026; C -0.021; C -0.145; C 0.037; C -0.182; F 0.071; C -0.118; O 0.087; B -0.480; O 0.130; N 0.115; C -0.042; C -0.040; C -0.514; F 0.149; F 0.121; F 0.119; C 0.046; H 0.062; H 0.078; H 0.098; H 0.157; H 0.105; H 0.106; H 0.069; H 0.123; H 0.143; H 0.116; H 0.123; H 0.127; H 0.141; H 0.101; H 0.129; H 0.101

***

Record 4
The molecule C5H14N3. Source: the Open Molecules 2025 dataset; level of theory: the ωB97M-V functional and the def2-TZVPD basis.

Structure (XYZ):
```
22
Properties=species:S:1:pos:R:3:forces:R:3
C -1.412849 -1.420351 0.179258 -0.546 0.597 1.062
C -1.510738 0.060680 0.702829 0.962 -1.373 0.721
C -1.132170 1.182249 -0.228574 0.288 0.600 -0.084
C 0.306121 1.302391 -0.780741 0.728 -0.631 0.657
N 1.346549 1.403442 0.237402 -1.007 0.215 -0.812
C 2.014228 0.335307 0.787106 1.369 0.878 1.379
N 1.783858 -0.985523 0.537377 0.270 -2.382 -0.687
N -1.186912 -1.539879 -1.240589 0.533 0.501 0.272
H -0.587730 -1.899045 0.710185 -0.128 -0.077 -0.128
H -2.336670 -1.892374 0.553598 0.160 -0.280 -0.319
H -2.488967 0.193254 1.168056 -0.187 0.314 -0.488
H -0.848130 0.091218 1.582455 0.063 0.158 -0.264
H -1.181181 2.084578 0.384719 -0.615 0.243 -0.169
H -1.838121 1.251408 -1.066183 0.089 0.174 0.096
H 0.622343 0.450919 -1.384707 -0.486 0.098 -0.384
H 0.345376 2.220147 -1.367681 -0.004 -0.118 -0.225
H 1.615765 2.301423 0.565917 0.007 0.363 0.161
H 2.863089 0.548783 1.430130 -0.275 0.106 -0.188
H 2.611289 -1.560428 0.307701 -0.476 0.640 0.161
H 1.055980 -1.268052 -0.099087 -0.220 0.447 -0.106
H -1.920090 -1.114470 -1.774028 -0.259 -0.170 -0.381
H -0.987479 -2.481284 -1.516791 -0.266 -0.304 -0.275
```
Positions in Å, forces in eV/Å.

Properties
Net charge: 0
Energy (hartree): -363.082906
ΔE to the lowest compared entry with this formula, charge and spin (kJ/mol): 0.0
Orbital gap (alpha / beta) (eV): 5.349 / 9.741
Spin multiplicity: 2

Which charges does Löwdin predict for the atoms? In e, they are: C -0.291; C -0.197; C -0.208; C -0.210; N -0.055; C -0.303; N 0.021; N 0.001; H 0.083; H 0.097; H 0.097; H 0.104; H 0.104; H 0.105; H 0.097; H 0.109; H 0.105; H 0.087; H 0.088; H 0.032; H 0.068; H 0.067